C8H13O | wB97M-V/def2-TZVPD

## Properties
Highest occupied orbital energy (spin up / spin down) ... -13.16 / -13.11 eV
Multiplicity ... 1
Total charge ... +1
Relative energy (zero: lowest compared OMol25 entry of this formula, charge and spin) ... 130.57 kcal per mole

Last column: natural (NBO) charge in e.
Positions of all 22 atoms, in Å:
C1 0.755 1.074 0.379  -0.18
C2 1.332 -0.940 -0.823  -0.02
C3 -0.478 1.399 -0.089  0.07
C4 1.737 0.030 0.063  -0.14
C5 -0.745 -0.064 -1.871  -0.09
C6 3.056 0.161 0.810  -0.63
C7 -1.829 -1.201 0.871  -0.70
C8 -2.290 0.079 0.121  -0.09
O1 -1.380 0.645 -0.852  -0.32
H1 1.222 1.873 0.913  0.25
H2 1.587 -1.814 -1.354  0.22
H3 -0.895 2.295 0.342  0.24
H4 -0.192 0.598 -2.513  0.23
H5 -1.239 -0.847 -2.283  0.21
H6 3.737 0.396 0.129  0.23
H7 3.424 -0.807 1.294  0.25
H8 3.034 1.029 1.538  0.23
H9 -2.455 -2.097 0.673  0.27
H10 -1.572 -0.955 1.922  0.25
H11 -0.884 -1.705 0.500  0.26
H12 -3.268 -0.047 -0.439  0.23
H13 -2.657 0.898 0.670  0.24

***

C8H13O3Si | wB97M-V/def2-TZVPD

## Properties
Highest occupied orbital energy ... -4.69 eV
Multiplicity ... 1
Total charge ... -1

Last column: natural (NBO) charge in e.
Positions of all 25 atoms, in Å:
C1 1.056 1.710 -1.399  -0.39
C2 1.124 0.665 -0.635  -0.17
C3 2.389 0.594 0.126  0.74
C4 -1.274 0.791 1.211  -0.43
C5 -2.479 0.284 0.451  -0.44
C6 -0.193 -0.287 1.185  -0.41
C7 -1.916 -0.029 -0.905  -0.07
C8 0.365 -0.516 -0.285  -0.13
O1 3.021 1.568 0.453  -0.68
O2 2.816 -0.585 0.425  -0.78
O3 -0.754 -0.862 -1.059  -0.55
Si1 1.581 -2.011 -0.135  0.99
H1 0.210 1.954 -2.059  0.17
H2 1.896 2.464 -1.397  0.22
H3 -0.716 1.555 0.709  0.22
H4 -1.455 1.186 2.319  0.19
H5 -2.973 -0.706 0.835  0.20
H6 -3.232 1.060 0.356  0.21
H7 0.694 0.019 1.710  0.22
H8 -0.565 -1.353 1.490  0.21
H9 -2.638 -0.724 -1.460  0.18
H10 -1.619 0.860 -1.455  0.17
H11 2.208 -2.048 -1.551  -0.19
H12 0.546 -3.148 -0.215  -0.28
H13 1.909 -2.443 1.287  -0.21

***

C8H13OP | wB97M-V/def2-TZVPD

## Properties
Highest occupied orbital energy ... -7.61 eV
Multiplicity ... 1
Total charge ... 0
Relative energy (zero: lowest compared OMol25 entry of this formula, charge and spin) ... 31.00 kcal per mole

Last column: natural (NBO) charge in e.
Positions of all 23 atoms, in Å:
C1 0.310 -1.538 -0.273  -0.21
C2 1.254 -0.932 0.560  -0.29
C3 -1.430 -0.067 1.594  -0.40
C4 -1.866 -0.217 0.126  -0.42
C5 -0.136 0.704 1.899  -0.45
C6 -0.784 -0.758 -0.802  -0.53
C7 1.036 0.311 1.150  -0.21
C8 1.749 0.720 -2.192  -1.01
O1 -0.735 1.851 -2.113  -1.07
P1 0.103 0.912 -1.341  1.66
H1 0.511 -2.477 -0.716  0.22
H2 2.150 -1.533 0.666  0.22
H3 -2.134 0.343 2.317  0.22
H4 -1.248 -1.135 1.899  0.20
H5 -2.580 -1.013 0.134  0.22
H6 -2.214 0.719 -0.305  0.23
H7 -0.358 1.763 1.831  0.22
H8 0.091 0.540 2.970  0.21
H9 -1.380 -1.437 -1.623  0.24
H10 1.778 1.072 1.222  0.22
H11 2.256 -0.058 -1.659  0.24
H12 1.300 0.473 -3.197  0.24
H13 2.327 1.756 -2.149  0.26

***

C8H14 | wB97M-V/def2-TZVPD

## Properties
Highest occupied orbital energy ... -9.00 eV
SMILES ... C=C(CC)/C(C)=C\C
Multiplicity ... 1
Total charge ... 0
Relative energy (zero: lowest compared OMol25 entry of this formula, charge and spin) ... 29.51 kcal per mole

Last column: natural (NBO) charge in e.
Positions of all 22 atoms, in Å:
C1 0.827 -0.303 1.879  -0.40
C2 0.584 0.180 0.666  0.00
C3 1.475 -0.124 -0.511  -0.44
C4 1.582 -1.579 -0.886  -0.59
C5 -0.691 0.934 0.367  -0.03
C6 -0.496 2.425 0.429  -0.63
C7 -1.755 0.413 -0.219  -0.17
C8 -1.985 -1.033 -0.599  -0.65
H1 1.758 -0.854 2.058  0.19
H2 0.191 -0.289 2.757  0.21
H3 1.183 0.468 -1.390  0.21
H4 2.479 0.266 -0.310  0.21
H5 0.611 -1.907 -1.268  0.20
H6 1.837 -2.185 -0.036  0.21
H7 2.333 -1.696 -1.668  0.21
H8 -1.420 3.006 0.447  0.22
H9 0.126 2.685 1.273  0.22
H10 0.021 2.712 -0.489  0.21
H11 -2.571 1.083 -0.530  0.19
H12 -1.831 -1.175 -1.663  0.21
H13 -2.960 -1.380 -0.264  0.22
H14 -1.298 -1.648 -0.045  0.22

***

C8H14 | wB97M-V/def2-TZVPD

## Properties
Highest occupied orbital energy ... -8.48 eV
SMILES ... C=C(CC)/C(C)=C\C
Multiplicity ... 1
Total charge ... 0
Relative energy (zero: lowest compared OMol25 entry of this formula, charge and spin) ... 54.46 kcal per mole

Last column: natural (NBO) charge in e.
Positions of all 22 atoms, in Å:
C1 -1.818 -0.483 -1.321  -0.39
C2 -0.848 -0.073 -0.463  -0.02
C3 -1.190 -0.198 1.023  -0.43
C4 -0.226 -1.199 1.707  -0.62
C5 0.561 0.154 -0.767  0.01
C6 1.054 -0.920 -1.755  -0.63
C7 1.343 1.117 -0.201  -0.21
C8 0.869 2.167 0.808  -0.66
H1 -2.821 -0.680 -1.041  0.20
H2 -1.564 -0.771 -2.353  0.19
H3 -2.298 -0.518 1.092  0.21
H4 -1.188 0.726 1.590  0.21
H5 0.069 -0.839 2.716  0.21
H6 -0.551 -2.230 1.681  0.22
H7 0.696 -1.307 1.118  0.21
H8 2.090 -0.745 -2.120  0.21
H9 0.384 -0.947 -2.615  0.21
H10 1.129 -1.850 -1.214  0.22
H11 2.039 1.369 -0.982  0.21
H12 -0.049 2.715 0.585  0.22
H13 0.677 1.607 1.736  0.22
H14 1.643 2.903 0.773  0.22

***

C8H14BF3N3O3S | wB97M-V/def2-TZVPD

## Properties
Highest occupied orbital energy ... -14.10 eV
SMILES ... CCCNn1c[nH+]c(S(=O)(=O)C(F)(F)F)c1B(C)O
Multiplicity ... 1
Total charge ... +1

Last column: natural (NBO) charge in e.
Positions of all 33 atoms, in Å:
C1 -2.683 1.065 0.495  -0.63
C2 -2.813 1.130 -1.104  -0.44
C3 -1.422 1.094 -1.856  -0.25
N1 -0.948 -0.260 -2.241  -0.41
N2 -0.457 -0.884 -1.096  -0.14
C4 -1.221 -1.797 -0.427  0.24
N3 -0.549 -2.246 0.679  -0.46
C5 0.680 -1.578 0.654  -0.13
S1 1.948 -1.824 1.963  2.03
O1 3.299 -1.696 1.450  -0.85
O2 1.721 -3.059 2.694  -0.86
C6 1.663 -0.406 3.160  0.76
F1 2.648 -0.303 4.068  -0.26
F2 1.513 0.756 2.427  -0.32
F3 0.462 -0.649 3.788  -0.31
C7 0.810 -0.679 -0.505  -0.08
B1 2.051 0.256 -0.954  1.00
C8 1.986 1.823 -1.275  -1.02
O3 3.291 -0.395 -1.091  -0.85
H1 -3.171 0.096 0.818  0.20
H2 -3.231 1.884 1.018  0.25
H3 -1.597 0.990 0.793  0.19
H4 -3.280 2.132 -1.321  0.24
H5 -3.495 0.294 -1.432  0.20
H6 -0.680 1.617 -1.189  0.22
H7 -1.522 1.753 -2.765  0.24
H8 -1.696 -0.831 -2.646  0.39
H9 -2.247 -2.069 -0.758  0.27
H10 -0.945 -2.917 1.339  0.49
H11 1.380 2.340 -0.482  0.24
H12 1.554 1.933 -2.309  0.27
H13 3.029 2.253 -1.298  0.26
H14 3.918 0.177 -0.598  0.52

***

C8H14CdN4O5S4 | wB97M-V/def2-TZVPD

## Properties
Highest occupied orbital energy ... -1.53 eV
Multiplicity ... 1
Total charge ... -2
Relative energy (zero: lowest compared OMol25 entry of this formula, charge and spin) ... 7.56 kcal per mole

Last column: natural (NBO) charge in e.
Positions of all 36 atoms, in Å:
Cd1 0.110 -0.823 -0.645  1.57
O1 -1.766 2.218 -0.009  -0.76
C1 -0.716 3.034 0.458  -0.08
C2 0.333 2.293 1.273  -0.24
N1 1.107 1.286 0.558  -0.49
C3 1.792 1.807 -0.610  -0.36
C4 0.854 1.913 -1.835  0.78
O2 1.095 2.782 -2.669  -0.70
O3 -0.122 1.078 -1.866  -0.88
C5 1.914 0.526 1.501  -0.35
C6 1.028 -0.430 2.320  0.78
O4 1.271 -0.592 3.515  -0.71
O5 0.078 -0.989 1.666  -0.90
H1 -1.422 1.747 -0.794  0.52
H2 -1.166 3.783 1.116  0.17
H3 -0.250 3.575 -0.374  0.18
H4 -0.168 1.795 2.107  0.21
H5 1.017 3.049 1.705  0.15
H6 2.583 1.107 -0.889  0.24
H7 2.250 2.790 -0.437  0.18
H8 2.471 1.169 2.197  0.18
H9 2.626 -0.090 0.946  0.24
N2 -3.222 0.559 2.021  -0.67
N3 -2.710 -0.754 2.085  -0.47
C7 -2.706 -1.564 0.989  0.28
N4 -2.076 -2.759 1.175  -0.82
S1 -3.430 -1.154 -0.461  -0.33
H10 -2.751 1.035 1.243  0.39
H11 -4.184 0.463 1.709  0.35
H12 -1.850 -0.803 2.620  0.41
H13 -1.267 -2.704 1.793  0.41
H14 -1.855 -3.250 0.313  0.42
S2 2.223 -4.610 -2.401  -0.27
C8 1.515 -3.212 -1.825  -0.50
S3 -0.237 -3.054 -1.789  -0.45
S4 2.437 -1.851 -1.271  -0.46

***

C8H14Cl4Mg2O4 | wB97M-V/def2-TZVPD

## Properties
Highest occupied orbital energy ... -14.35 eV
Multiplicity ... 1
Total charge ... +2

Last column: natural (NBO) charge in e.
Positions of all 32 atoms, in Å:
Mg1 3.119 1.216 -1.479  1.85
Mg2 0.696 -0.537 -3.345  1.91
C1 4.499 -2.006 -3.381  -0.75
C2 3.874 -0.880 -2.662  0.85
O1 4.563 -0.020 -2.065  -0.77
O2 2.563 -0.684 -2.641  -1.05
H1 5.390 -1.621 -3.879  0.29
H2 3.835 -2.437 -4.125  0.24
H3 4.810 -2.783 -2.683  0.30
C3 -0.603 0.924 0.462  -0.77
C4 0.409 0.802 -0.584  0.90
O3 0.120 0.175 -1.667  -0.97
O4 1.575 1.278 -0.380  -0.90
H4 -1.592 0.694 0.077  0.26
H5 -0.602 1.945 0.854  0.30
H6 -0.368 0.270 1.304  0.28
Cl1 -2.751 2.889 5.985  -0.04
C5 -2.263 4.006 4.671  -0.38
C6 -2.327 3.240 3.367  -0.37
Cl2 -1.490 4.153 2.063  -0.09
H7 -1.260 4.330 4.922  0.23
H8 -2.959 4.837 4.674  0.23
H9 -3.361 3.100 3.064  0.23
H10 -1.842 2.273 3.461  0.21
Cl3 -3.400 -2.507 0.400  -0.01
C7 -1.835 -2.444 -0.450  -0.40
C8 -1.415 -3.789 -1.005  -0.40
Cl4 -2.521 -4.360 -2.269  -0.03
H11 -1.101 -2.099 0.277  0.21
H12 -1.978 -1.713 -1.245  0.19
H13 -1.343 -4.544 -0.228  0.25
H14 -0.441 -3.710 -1.494  0.19

***

C8H14FN2O | wB97M-V/def2-TZVPD

## Properties
Highest occupied orbital energy ... -12.95 eV
SMILES ... CC1=C[C@@H]([C@]2(O)[NH2+][C@]2(N)F)CC1
Multiplicity ... 1
Total charge ... +1
Relative energy (zero: lowest compared OMol25 entry of this formula, charge and spin) ... 31.00 kcal per mole

Last column: natural (NBO) charge in e.
Positions of all 26 atoms, in Å:
C1 1.144 -1.385 -3.108  -0.66
C2 0.783 -0.490 -1.956  0.10
C3 -0.314 0.208 -1.588  -0.28
C4 -0.092 0.869 -0.177  -0.26
C5 -0.870 0.184 1.012  0.37
O1 -1.128 -1.158 0.977  -0.72
N1 -2.114 0.891 1.347  -0.66
C6 -1.001 0.659 2.485  0.69
N2 -1.367 -0.214 3.460  -0.84
F1 -0.503 1.903 2.667  -0.28
C7 1.458 0.898 -0.071  -0.40
C8 1.891 -0.291 -0.930  -0.45
H1 2.011 -0.925 -3.536  0.24
H2 0.549 -1.395 -3.960  0.24
H3 1.414 -2.360 -2.795  0.24
H4 -1.236 0.187 -2.122  0.23
H5 -0.477 1.903 -0.142  0.21
H6 -0.713 -1.630 0.137  0.54
H7 -2.066 1.793 0.861  0.43
H8 -3.068 0.424 1.278  0.45
H9 -1.346 -0.023 4.491  0.46
H10 -1.565 -1.089 3.035  0.44
H11 1.682 0.622 0.923  0.22
H12 1.987 1.812 -0.437  0.25
H13 2.750 -0.109 -1.466  0.23
H14 2.193 -1.282 -0.384  0.22

***

Values of molecular weight, in order: 125.19, 185.28, 156.17, 110.20, 110.20, 300.09, 486.90, 364.62, 173.21, all in g mol⁻¹.
Values of total energy, in order: -10539.741, -22526.317, -19840.429, -8521.800, -8520.718, -38791.546, -72631.278, -77680.834, -16259.312, all in eV.